Record 1
Below is a 2-piece molecular cluster, C21H23FN4O5S overall, with properties calculated with ωB97M-V/def2-TZVPD.

XYZ file:
```
55
C21H23FN4O5S (ωB97M-V/def2-TZVPD)
C 7.330 -3.352 4.513
N 6.936 -2.010 4.102
C 6.531 -1.048 5.007
O 6.635 -1.270 6.204
C 6.078 0.332 4.541
C 5.238 0.300 3.279
C 5.658 1.000 2.139
C 4.849 1.043 0.999
C 3.609 0.400 0.972
O 2.863 0.517 -0.176
C 1.528 0.864 -0.088
N 0.789 0.926 1.004
C -0.498 1.339 0.702
C -1.514 1.486 1.647
C -2.784 1.921 1.237
C -3.028 2.225 -0.109
F -4.250 2.656 -0.498
C -1.998 2.077 -1.048
C -0.744 1.617 -0.634
S 0.688 1.308 -1.575
C 3.218 -0.344 2.095
C 4.008 -0.380 3.244
O 3.557 -1.070 4.333
H 8.133 -3.306 5.256
H 6.477 -3.883 4.949
H 7.693 -3.920 3.652
H 6.697 -1.842 3.130
H 6.969 0.946 4.390
H 5.491 0.791 5.341
H 6.602 1.536 2.141
H 5.167 1.602 0.125
H -1.303 1.262 2.688
H -3.585 2.034 1.961
H -2.174 2.315 -2.092
H 2.274 -0.878 2.075
H 2.630 -1.325 4.205
C -5.734 0.408 -6.056
N -4.358 0.731 -5.680
C -3.841 0.882 -4.455
O -2.692 1.292 -4.356
C -4.624 0.530 -3.177
N -5.331 -0.758 -3.199
C -6.656 -0.904 -3.213
C -7.175 -2.323 -3.226
O -7.440 0.034 -3.236
H -5.926 -0.656 -5.921
H -6.439 0.984 -5.452
H -5.895 0.658 -7.106
H -3.723 0.969 -6.426
H -3.922 0.517 -2.345
H -5.334 1.337 -2.995
H -4.770 -1.593 -3.179
H -8.263 -2.299 -3.265
H -6.792 -2.842 -4.103
H -6.855 -2.833 -2.320
```

Calculated values
Kohn-Sham gap: 9.1 eV
2S+1: 1
SMILES: CNC(=O)Cc1ccc(Oc2nc3ccc(F)cc3s2)cc1O.CNC(=O)CNC(C)=O

Quick look at the Löwdin charges, all values in e: -0.08 0.01 -0.49 0.05 -0.04 -0.17 -0.02 -0.01 -0.25 0.00 -0.55 0.12 -0.33 0.00 0.00 -0.27 0.06 -0.01 -0.46 1.12 0.05 -0.26 0.07 0.09 0.09 0.08 0.13 0.13 0.13 0.12 0.12 0.11 0.11 0.10 0.12 0.12 -0.06 0.03 -0.48 0.02 -0.05 0.07 -0.59 0.00 0.04 0.08 0.08 0.09 0.14 0.11 0.13 0.15 0.09 0.08 0.08

=====

Record 2
Below is an isolated ion of composition C7H11N2 and charge +1, with properties calculated with ωB97M-V/def2-TZVPD.

XYZ file:
```
20
C7H11N2 (ωB97M-V/def2-TZVPD)
C -1.576 -1.618 -0.114
C -0.820 -0.452 0.555
C -1.181 1.002 0.049
C 0.163 1.813 0.144
N 1.248 0.840 0.086
C 2.597 0.753 -0.020
C 2.892 -0.592 -0.062
N 1.752 -1.292 0.000
C 0.770 -0.437 0.155
H -1.133 -2.063 -0.945
H -2.441 -1.139 -0.466
H -1.947 -2.384 0.599
H -0.890 -0.433 1.684
H -1.825 1.464 0.704
H -1.682 0.818 -0.867
H 0.286 2.568 -0.622
H 0.053 2.284 1.125
H 3.321 1.420 -0.297
H 3.732 -1.180 -0.397
H 1.603 -2.236 0.130
```

Calculated values
Kohn-Sham gap: 11.1 eV
2S+1: 1
charge: +1
SMILES: C[C@@H]1CCn2cc[nH+]c21

Quick look at the Löwdin charges, all values in e: -0.04 -0.17 -0.08 -0.05 0.01 0.03 -0.02 0.17 -0.12 0.06 0.06 0.10 0.16 0.09 0.11 0.13 0.14 0.11 0.14 0.16

=====

Record 3
Below is a 2-piece molecular cluster, C4H10O2S2 overall, with properties calculated with ωB97M-V/def2-TZVPD.

XYZ file:
```
18
C4H10O2S2 (ωB97M-V/def2-TZVPD)
C -0.403 1.498 1.212
C 0.488 -0.031 -1.876
C -0.900 0.208 0.788
C 0.774 -0.531 -0.433
O -1.953 0.363 -0.081
O 1.910 -0.046 0.138
S -1.018 -0.929 2.205
S 0.584 -2.247 -0.327
H -0.988 2.071 1.953
H -0.262 2.081 0.322
H 0.536 1.222 1.574
H 0.207 -0.787 -2.589
H -0.330 0.636 -1.984
H 1.397 0.472 -2.166
H -2.057 -0.418 -0.686
H 2.188 0.736 -0.428
H -1.187 -1.918 1.366
H 1.013 -2.381 1.013
```

Calculated values
Kohn-Sham gap: 8.2 eV
2S+1: 1

Quick look at the Löwdin charges, all values in e: -0.14 -0.08 -0.81 -0.84 -0.06 -0.07 0.78 0.80 0.10 0.09 0.05 0.07 0.06 0.08 0.12 0.13 -0.21 -0.06

=====

Record 4
Below is a 2-piece molecular cluster, C2H4NO3 overall, with properties calculated with ωB97M-V/def2-TZVPD.

XYZ file:
```
10
C2H4NO3 (ωB97M-V/def2-TZVPD)
C 0.097 -0.496 0.408
C -1.781 0.627 -0.522
N 2.902 -0.498 0.388
O 3.016 -0.943 -0.633
O 3.040 -0.049 1.403
O -0.381 0.337 -0.361
H -0.563 -1.114 1.041
H -2.374 0.095 0.223
H -2.066 0.333 -1.533
H -1.890 1.708 -0.415
```

Calculated values
Kohn-Sham gap (alpha / beta): 6.9 / 6.9 eV
2S+1: 1
charge: +1

Quick look at the Löwdin charges, all values in e: 0.06 0.00 -0.11 0.39 0.39 -0.11 0.06 0.10 0.11 0.11

=====

Listing electronic energy for the structures above in their given order: -1907.36640 -382.57837 -1105.16231 -358.52498 Ha.
Listing energy relative to the best compared isomer or geometry (same formula, charge and spin) for the structures above in their given order: 0.000 1.231 3.230 2.585 eV.